Computed, not measured: a 20-piece molecular cluster, C23H2BrCl77O5P2 overall in a non-equilibrium geometry, with ωB97M-V with the def2-TZVPD basis set.

Each atom is followed by the atoms it is bonded to, with distances in Å.
Positions of all 110 atoms, in Å:
1 O -0.30 3.73 -2.97  C2 1.328
2 C -1.27 3.87 -2.08  O1 1.328, O3 1.505, C10 1.644
3 O -1.88 5.18 -1.65  C2 1.505, C4 1.473
4 C -3.32 4.86 -1.66  O3 1.473, O5 1.354, C6 1.643
5 O -4.30 5.46 -2.38  C4 1.354
6 C -3.34 3.53 -0.69  C4 1.643, P7 1.919, C10 1.513
7 P -4.70 3.03 0.56  C6 1.919, O8 1.784, Br9 2.286
8 O -3.96 3.25 2.17  P7 1.784, H14 1.021
9 Br -5.35 0.85 0.31  P7 2.286
10 C -2.07 2.82 -1.10  C2 1.644, C6 1.513, P11 1.911
11 P -1.52 1.09 -0.51  C10 1.911, O12 1.780, Cl13 2.115
12 O -2.54 -0.03 -1.44  P11 1.780, H15 1.021
13 Cl -1.97 0.73 1.53  P11 2.115
14 H -3.46 4.13 2.17  O8 1.021
15 H -2.85 -0.78 -0.82  O12 1.021
16 C -5.15 -2.38 -2.67  Cl17 1.782, Cl18 1.782, Cl19 1.782, Cl20 1.782
17 Cl -4.60 -0.86 -3.41  C16 1.782
18 Cl -5.58 -2.10 -0.97  C16 1.782
19 Cl -6.57 -2.99 -3.55  C16 1.782
20 Cl -3.84 -3.59 -2.76  C16 1.782
21 C 1.73 2.00 3.21  Cl22 1.782, Cl23 1.782, Cl24 1.782, Cl25 1.782
22 Cl 0.90 0.71 4.11  C21 1.782
23 Cl 3.43 1.54 2.95  C21 1.782
24 Cl 0.94 2.24 1.63  C21 1.782
25 Cl 1.67 3.52 4.14  C21 1.782
26 C -1.34 5.12 6.55  Cl27 1.782, Cl28 1.782, Cl29 1.782, Cl30 1.782
27 Cl -2.58 6.38 6.34  C26 1.782
28 Cl -1.77 4.09 7.95  C26 1.782
29 Cl -1.27 4.11 5.08  C26 1.782
30 Cl 0.24 5.88 6.83  C26 1.782
31 C 4.58 -2.23 4.43  Cl32 1.782, Cl33 1.782, Cl34 1.782, Cl35 1.782
32 Cl 4.22 -3.96 4.69  C31 1.782
33 Cl 5.74 -1.68 5.66  C31 1.782
34 Cl 5.27 -2.00 2.81  C31 1.782
35 Cl 3.07 -1.29 4.57  C31 1.782
36 C 3.11 -1.22 -0.66  Cl37 1.782, Cl38 1.782, Cl39 1.782, Cl40 1.782
37 Cl 3.66 0.31 -1.40  C36 1.782
38 Cl 2.68 -0.93 1.04  C36 1.782
39 Cl 1.68 -1.83 -1.54  C36 1.782
40 Cl 4.42 -2.43 -0.75  C36 1.782
41 C -8.33 0.20 -5.72  Cl42 1.782, Cl43 1.782, Cl44 1.782, Cl45 1.782
42 Cl -9.54 0.74 -4.53  C41 1.782
43 Cl -8.80 -1.40 -6.36  C41 1.782
44 Cl -8.26 1.37 -7.06  C41 1.782
45 Cl -6.74 0.08 -4.94  C41 1.782
46 C 8.44 -2.00 -2.09  Cl47 1.782, Cl48 1.782, Cl49 1.782, Cl50 1.782
47 Cl 8.08 -3.73 -1.83  C46 1.782
48 Cl 9.60 -1.44 -0.86  C46 1.782
49 Cl 9.13 -1.77 -3.72  C46 1.782
50 Cl 6.93 -1.06 -1.95  C46 1.782
51 C 3.93 3.98 8.12  Cl52 1.782, Cl53 1.782, Cl54 1.782, Cl55 1.782
52 Cl 4.53 5.64 7.94  C51 1.782
53 Cl 4.35 3.04 6.66  C51 1.782
54 Cl 4.67 3.23 9.55  C51 1.782
55 Cl 2.16 4.01 8.31  C51 1.782
56 C 0.43 4.83 12.18  Cl57 1.782, Cl58 1.782, Cl59 1.782, Cl60 1.782
57 Cl -0.41 3.54 13.08  C56 1.782
58 Cl 2.13 4.36 11.92  C56 1.782
59 Cl -0.37 5.06 10.60  C56 1.782
60 Cl 0.36 6.34 13.11  C56 1.782
61 C 7.71 -7.50 -3.42  Cl62 1.782, Cl63 1.782, Cl64 1.782, Cl65 1.782
62 Cl 6.50 -6.96 -2.23  C61 1.782
63 Cl 7.24 -9.10 -4.05  C61 1.782
64 Cl 7.79 -6.33 -4.76  C61 1.782
65 Cl 9.31 -7.62 -2.64  C61 1.782
66 C 1.89 9.93 6.16  Cl67 1.782, Cl68 1.782, Cl69 1.782, Cl70 1.782
67 Cl 1.48 10.44 4.51  C66 1.782
68 Cl 2.54 8.27 6.13  C66 1.782
69 Cl 3.10 11.03 6.85  C66 1.782
70 Cl 0.42 9.96 7.17  C66 1.782
71 C -1.05 2.70 17.25  Cl72 1.782, Cl73 1.782, Cl74 1.782, Cl75 1.782
72 Cl -0.51 4.23 16.51  C71 1.782
73 Cl -1.48 2.99 18.96  C71 1.782
74 Cl -2.48 2.09 16.37  C71 1.782
75 Cl 0.26 1.50 17.16  C71 1.782
76 C -4.89 3.87 -8.23  Cl77 1.782, Cl78 1.782, Cl79 1.782, Cl80 1.782
77 Cl -6.13 5.14 -8.44  C76 1.782
78 Cl -5.31 2.85 -6.83  C76 1.782
79 Cl -4.81 2.87 -9.70  C76 1.782
80 Cl -3.30 4.64 -7.95  C76 1.782
81 C -5.43 -0.80 -11.64  Cl82 1.782, Cl83 1.782, Cl84 1.782, Cl85 1.782
82 Cl -4.88 0.73 -12.38  C81 1.782
83 Cl -5.86 -0.51 -9.94  C81 1.782
84 Cl -6.86 -1.41 -12.52  C81 1.782
85 Cl -4.12 -2.00 -11.73  C81 1.782
86 C -6.32 -5.16 -13.75  Cl87 1.782, Cl88 1.782, Cl89 1.782, Cl90 1.782
87 Cl -6.66 -3.88 -14.94  C86 1.782
88 Cl -6.85 -6.73 -14.40  C86 1.782
89 Cl -4.57 -5.21 -13.42  C86 1.782
90 Cl -7.20 -4.81 -12.24  C86 1.782
91 C 6.32 -8.29 1.84  Cl92 1.782, Cl93 1.782, Cl94 1.782, Cl95 1.782
92 Cl 7.59 -8.28 0.59  C91 1.782
93 Cl 4.96 -9.30 1.29  C91 1.782
94 Cl 6.98 -8.96 3.35  C91 1.782
95 Cl 5.75 -6.63 2.12  C91 1.782
96 C -12.25 -3.77 -7.13  Cl97 1.782, Cl98 1.782, Cl99 1.782, Cl100 1.782
97 Cl -13.08 -5.06 -6.23  C96 1.782
98 Cl -10.55 -4.23 -7.39  C96 1.782
99 Cl -13.05 -3.53 -8.70  C96 1.782
100 Cl -12.31 -2.25 -6.19  C96 1.782
101 C 5.94 -8.61 -8.19  Cl102 1.782, Cl103 1.782, Cl104 1.782, Cl105 1.782
102 Cl 5.60 -7.33 -9.38  C101 1.782
103 Cl 5.41 -10.18 -8.84  C101 1.782
104 Cl 7.69 -8.66 -7.86  C101 1.782
105 Cl 5.05 -8.26 -6.68  C101 1.782
106 C 9.27 1.00 5.48  Cl107 1.782, Cl108 1.782, Cl109 1.782, Cl110 1.782
107 Cl 9.27 -0.15 4.13  C106 1.782
108 Cl 10.26 2.42 5.06  C106 1.782
109 Cl 7.59 1.52 5.81  C106 1.782
110 Cl 9.94 0.22 6.93  C106 1.782

Output
LUMO level in eV: -2.6
E_HOMO in eV: -9.6